Entry 1:
C35H21ClN6O3RhS2 as an isolated structure, computed with ωB97M-V/def2-TZVPD.

- HOMO level (alpha / beta): -8.19 / -10.51 eV
- E_LUMO (alpha / beta): -0.123 / -0.182 Ha
- Spin multiplicity: 5
- Relative energy (zero: lowest compared OMol25 entry of this formula, charge and spin): 9.02 kcal per mole
- Orbital gap (alpha / beta): 4.8524 / 5.5638 eV
- Charge: +1

XYZ file:
```
69
C35H21ClN6O3RhS2 | OMol25 | ωB97M-V/def2-TZVPD
Rh -0.15 1.17 0.57
Cl 4.15 5.06 -3.73
S -5.46 2.20 -4.68
S -1.08 -1.69 -0.03
O 1.57 -7.56 2.00
O 0.13 3.27 -0.02
O 0.78 -8.09 0.01
N -0.43 1.01 -1.56
N -5.56 2.25 -3.07
N -2.21 1.54 0.37
N 0.16 0.44 2.56
N 1.84 1.03 0.62
N -3.92 1.74 -4.85
C 1.05 3.61 -0.83
C 1.77 5.25 -2.51
C -4.38 2.21 1.12
C 0.62 -3.47 1.07
C 3.92 -1.31 2.65
C -1.07 1.03 -4.26
C -0.51 -3.26 0.25
C -0.38 -0.57 4.66
C 0.84 -1.19 4.72
C -0.63 -5.65 -0.16
C -3.05 1.86 1.35
C -3.41 1.68 -3.63
C 1.09 -4.75 1.29
C 1.40 -0.15 2.62
C -0.68 0.23 3.55
C 0.20 0.71 -3.84
C 0.84 4.79 -1.61
C 0.98 -7.25 0.83
C -4.85 2.24 -0.17
C -1.13 -4.38 -0.36
C 3.22 3.36 -1.88
C -3.96 1.94 -1.20
C 3.06 -1.58 3.68
C 2.31 0.13 1.56
C 2.30 2.85 -0.97
C 0.47 -5.84 0.68
C 2.96 4.51 -2.63
C -2.65 1.60 -0.90
C -1.68 1.31 -1.96
C -2.04 1.34 -3.30
C 3.56 -0.45 1.59
C 2.67 1.70 -0.21
C 1.78 -0.99 3.68
C -4.35 1.97 -2.61
C 0.49 0.71 -2.48
H 1.98 -4.89 1.89
H -1.64 0.71 3.49
H -5.87 2.51 -0.40
H -1.12 -0.70 5.44
H 4.90 -1.76 2.64
H 1.62 6.14 -3.10
H 3.71 1.42 -0.24
H -5.01 2.46 1.97
H 3.36 -2.24 4.49
H 1.47 0.47 -2.10
H -0.09 5.31 -1.45
H -1.33 1.06 -5.31
H 0.98 0.47 -4.55
H -1.99 -4.22 -0.99
H -2.64 1.86 2.35
H 1.50 -6.82 2.62
H 4.28 -0.26 0.81
H -1.08 -6.51 -0.63
H 1.11 -2.62 1.52
H 1.10 -1.82 5.56
H 4.17 2.86 -2.02
```

Entry 2:
C35H22Cl5N2O7PS2TeW as an isolated structure in a non-equilibrium geometry, computed with ωB97M-V/def2-TZVPD.

- HOMO level (alpha / beta): -7.87 / -7.60 eV
- E_LUMO (alpha / beta): -0.037 / -0.061 Ha
- Spin multiplicity: 1
- Relative energy (zero: lowest compared OMol25 entry of this formula, charge and spin): 30.76 kcal per mole
- Orbital gap (alpha / beta): 6.8700 / 5.9314 eV

XYZ file:
```
76
C35H22Cl5N2O7PS2TeW | OMol25 | ωB97M-V/def2-TZVPD
W 1.44 -0.05 -0.54
Te 1.03 -0.67 -2.92
Cl 6.53 -4.45 -0.65
Cl -0.04 -0.79 7.81
Cl 7.91 -1.69 -1.16
Cl 6.16 0.94 -1.20
Cl 3.39 -4.57 -0.26
S -1.01 -2.42 -0.10
S 1.71 2.77 -0.40
P -0.99 1.15 -0.64
O 2.64 -0.33 1.65
O 0.50 -0.51 1.19
O 1.55 1.94 -1.63
O 2.14 -1.89 -0.31
O 3.26 0.39 -0.78
O 1.44 1.73 0.66
O 2.87 3.56 -0.22
N -1.93 -3.59 -2.34
N 0.34 -3.83 -1.80
C -1.35 1.52 2.09
C -0.91 -3.36 -1.48
C -3.72 0.21 -4.23
C -0.04 -1.26 3.86
C 1.94 -0.02 4.45
C -0.89 5.82 -0.58
C 0.41 -0.73 6.14
C -0.37 -4.57 -3.89
C -2.07 1.58 -3.15
C 4.22 -3.06 -0.49
C 6.21 -1.77 -0.90
C 5.45 -0.60 -0.93
C 5.60 -3.01 -0.68
C 0.25 3.73 -0.45
C 0.62 -4.41 -2.98
C -3.75 -0.62 -3.12
C -1.65 -4.16 -3.50
C 4.09 -0.68 -0.74
C 0.29 5.11 -0.41
C 3.47 -1.91 -0.51
C -2.94 -0.35 -2.02
C -0.40 -1.34 5.19
C -2.01 1.48 3.31
C -0.92 3.01 -0.68
C -2.85 1.29 -4.26
C 1.12 -0.60 3.48
C 1.58 -0.07 5.78
C 1.49 -0.48 2.06
C -3.98 0.68 2.20
C -2.07 5.13 -0.80
C -3.32 0.72 0.98
C -1.99 1.13 0.92
C -2.13 0.78 -2.01
C -2.09 3.74 -0.84
C -3.33 1.05 3.37
H -1.49 1.77 4.21
H 1.07 -3.63 -1.13
H -5.02 0.36 2.23
H -0.17 -4.99 -4.87
H -2.99 5.68 -0.94
H -2.92 -1.05 -1.20
H 1.24 5.61 -0.25
H -0.66 -1.72 3.10
H 1.65 -4.70 -3.14
H -1.29 -1.86 5.50
H -3.85 0.43 0.09
H -1.38 2.42 -3.19
H -2.50 -4.32 -4.16
H -2.78 1.91 -5.14
H 2.85 0.49 4.14
H -0.88 6.90 -0.55
H -3.03 3.22 -1.02
H 2.19 0.40 6.54
H -0.33 1.87 2.07
H -4.35 0.00 -5.08
H -4.39 -1.49 -3.10
H -3.85 1.01 4.32
```

Entry 3:
C35H23CsF13N3Sb as an isolated structure, computed with ωB97M-V/def2-TZVPD.

- HOMO level: -4.13 eV
- E_LUMO: 0.061 Ha
- Spin multiplicity: 1
- Relative energy (zero: lowest compared OMol25 entry of this formula, charge and spin): 0.00 kcal per mole
- Orbital gap: 5.7967 eV
- Charge: -1

XYZ file:
```
76
C35H23CsF13N3Sb | OMol25 | ωB97M-V/def2-TZVPD
Cs -2.72 0.56 2.39
Sb -0.54 -0.20 -0.83
F -2.50 2.66 0.26
F -2.74 1.20 -6.52
F -0.26 5.72 -2.54
F 1.80 5.81 -0.73
F -2.44 4.15 -1.93
F -2.00 -5.96 -1.07
F 0.33 -5.98 0.37
F -3.81 -3.95 -0.59
F 0.91 -4.10 2.13
F -3.32 -2.05 1.24
F 2.25 -5.55 -2.53
F 1.78 4.43 1.49
F 4.51 3.48 -1.27
N -1.05 -1.96 2.69
N -0.41 2.47 1.99
N -0.32 0.44 4.24
C -1.76 -5.02 -0.12
C -0.58 -5.02 0.60
C 1.19 1.05 -1.02
C 0.80 0.83 3.38
C 3.42 2.69 -1.19
C 2.40 -3.47 -1.45
C 0.74 5.01 -0.50
C 0.73 4.24 0.65
C 0.36 -4.16 -2.53
C -2.91 1.34 -4.18
C -2.65 -3.99 0.11
C 1.35 1.93 -2.08
C 2.46 2.76 -2.18
C -2.26 0.88 -5.30
C -0.16 -0.94 4.72
C 0.76 2.25 2.84
C 0.48 -2.00 -1.42
C -1.18 -2.95 1.82
C 1.80 -2.28 -1.08
C -0.52 1.34 5.35
C -1.27 0.20 -2.81
C -0.30 4.99 -1.41
C -2.41 1.00 -2.93
C -1.38 4.18 -1.10
C -1.13 0.09 -5.22
C -0.23 -2.97 -2.14
C -0.31 3.32 0.98
C 2.17 1.03 -0.03
C 0.04 -1.99 3.64
C -2.37 -3.01 1.02
C -0.30 -4.03 1.52
C -1.37 3.41 0.04
C 1.67 -4.39 -2.16
C 3.29 1.84 -0.11
C -0.64 -0.24 -3.97
H 3.43 -3.69 -1.18
H 0.25 -0.85 -3.89
H -0.19 -4.92 -3.07
H 0.59 2.00 -2.86
H 1.70 2.37 2.29
H 0.81 2.97 3.67
H -2.92 1.37 -2.05
H 0.68 -0.99 5.43
H -1.27 -2.79 -2.42
H 2.38 -1.55 -0.53
H 0.10 -2.95 4.17
H -1.07 -1.19 5.28
H 2.07 0.37 0.83
H 1.03 -1.86 3.18
H 4.06 1.83 0.66
H 0.79 0.15 2.53
H -0.78 2.34 4.98
H -0.64 -0.25 -6.13
H 1.76 0.69 3.92
H -3.79 1.97 -4.29
H 2.58 3.46 -2.99
H 0.37 1.44 5.99
H -1.34 0.98 5.97
```

Entry 4:
C35H24FeIN3OP as an isolated structure in a non-equilibrium geometry, computed with ωB97M-V/def2-TZVPD.

- HOMO level (alpha / beta): -3.15 / -4.27 eV
- E_LUMO (alpha / beta): 0.068 / 0.067 Ha
- Spin multiplicity: 5
- Orbital gap (alpha / beta): 4.9949 / 6.0954 eV
- Charge: -1

XYZ file:
```
66
C35H24FeIN3OP | OMol25 | ωB97M-V/def2-TZVPD
I -1.23 -0.12 3.51
Fe -1.16 0.34 1.04
P -1.23 -1.77 0.12
O -3.45 1.16 0.68
N -0.71 2.61 0.62
N 6.65 7.49 0.39
N 1.09 0.39 0.83
C -5.64 -2.75 0.74
C 3.77 3.76 -0.56
C -0.23 -3.83 1.64
C -2.15 -1.81 -3.89
C 3.33 0.81 0.77
C 3.15 -0.54 0.97
C 0.48 -5.97 0.83
C -0.39 -3.38 0.33
C 4.05 5.53 1.57
C 0.21 -5.11 1.89
C -3.10 -0.01 0.68
C -0.11 -4.24 -0.73
C 1.77 -0.74 1.01
C 0.19 4.70 0.36
C 2.03 1.38 0.68
C -1.68 3.51 0.52
C -2.91 -2.38 0.42
C -1.11 -1.07 -4.43
C 5.88 6.64 0.42
C 0.47 3.31 0.54
C -1.18 4.81 0.34
C -1.19 -1.58 -1.70
C -4.78 -3.85 0.66
C 2.88 3.70 0.51
C -0.10 -0.59 -3.60
C 0.32 -5.53 -0.47
C -3.77 -1.25 0.58
C -3.41 -3.66 0.48
C 4.91 5.62 0.46
C 1.75 2.75 0.55
C -0.15 -0.83 -2.24
C -2.19 -2.07 -2.53
C -5.16 -1.46 0.69
C 3.04 4.59 1.57
C 4.76 4.71 -0.59
H -5.82 -0.62 0.78
H 0.71 -0.01 -4.01
H -2.72 3.23 0.58
H 0.61 -0.42 -1.58
H -1.78 5.70 0.21
H 3.90 -1.30 1.09
H -6.70 -2.92 0.85
H 2.36 4.53 2.41
H -2.99 -2.66 -2.11
H -2.75 -4.52 0.39
H -5.18 -4.85 0.72
H 0.92 5.47 0.24
H 3.66 3.07 -1.38
H 5.42 4.80 -1.45
H -1.08 -0.86 -5.49
H 1.26 -1.67 1.19
H 4.16 6.22 2.39
H 0.52 -6.21 -1.30
H 0.82 -6.98 1.03
H -2.94 -2.17 -4.53
H 4.26 1.35 0.70
H -0.46 -3.15 2.46
H 0.33 -5.45 2.91
H -0.23 -3.91 -1.75
```